{"formula": "C19H19N3S", "method": "the ωB97M-V functional and the def2-TZVPD basis", "symbols": ["C", "C", "N", "H", "C", "H", "C", "H", "H", "H", "H", "N", "H", "N", "C", "H", "C", "H", "H", "C", "H", "H", "C", "H", "H", "C", "C", "C", "H", "H", "C", "C", "H", "C", "H", "C", "S", "C", "H", "C", "C", "C"], "xyz": [[0.43, 3.13, 4.76], [4.89, 5.14, 4.30], [3.86, 2.14, -3.38], [-0.68, 3.26, 6.60], [4.03, 1.95, -0.95], [4.01, 1.80, 1.19], [3.28, 2.22, -2.12], [3.22, 0.17, -3.70], [4.85, 5.46, 5.35], [3.38, 1.18, -5.18], [4.70, 4.06, -3.28], [-1.41, -0.25, 2.80], [5.76, 4.47, 4.16], [3.66, 4.45, 3.97], [2.07, 2.34, 0.42], [0.28, 2.91, -0.61], [1.33, 2.62, -0.72], [5.08, 1.68, -1.06], [1.08, 4.52, 7.82], [1.25, 4.24, 6.79], [3.24, 5.14, 6.65], [5.04, 6.02, 3.66], [1.62, 3.45, 4.12], [-0.33, 2.58, 4.21], [4.29, 3.49, -4.93], [1.41, 2.40, 1.80], [0.25, 3.52, 6.10], [4.69, 3.19, -3.94], [5.72, 2.82, -4.10], [4.10, 3.96, 1.93], [2.45, 4.59, 6.15], [1.91, 2.56, -1.98], [1.34, 2.79, -2.88], [3.42, 1.99, 0.30], [4.85, 0.57, -4.36], [-0.34, 0.20, 2.58], [1.28, 0.61, 2.37], [3.38, 3.88, 2.75], [0.38, 2.73, 1.72], [3.82, 0.94, -4.20], [2.60, 4.20, 4.83], [2.15, 3.22, 2.80]], "energy_ev": -35315.77075, "charge": 0, "homo_energy_ev": -8.038, "mol_weight_g_mol": 321.4, "orbital_gap_ev": 8.6}

=====

{"formula": "C3H7NO2", "method": "the ωB97M-V functional and the def2-TZVPD basis", "symbols": ["O", "H", "H", "O", "H", "C", "H", "C", "H", "H", "H", "C", "N"], "xyz": [[1.43, 0.40, -0.58], [0.75, -1.95, -0.66], [-1.01, -1.60, -0.87], [-0.06, -0.66, 0.78], [-0.75, 1.88, -0.42], [-0.04, -1.19, -0.65], [2.00, -0.53, 1.18], [-1.22, 0.98, -0.05], [-1.47, 1.06, 1.00], [1.02, 0.97, 1.41], [-2.04, 0.56, -0.62], [1.17, 0.07, 0.80], [0.24, 0.01, -1.31]], "energy_ev": -8803.49832, "charge": 0, "homo_energy_ev": [-8.480, -8.482], "mol_weight_g_mol": 89.1, "orbital_gap_ev": [8.7, 8.7]}

=====

{"formula": "C3H11NO4", "method": "the ωB97M-V functional and the def2-TZVPD basis", "symbols": ["N", "O", "H", "H", "O", "H", "C", "H", "H", "H", "C", "H", "H", "H", "H", "C", "O", "H", "O"], "xyz": [[-1.42, 0.48, 0.45], [2.50, -0.71, 0.34], [-2.18, -1.14, -0.44], [-0.21, -0.96, 1.35], [-0.17, 2.06, -0.88], [0.66, 1.25, 0.32], [-1.49, -0.35, -0.65], [3.31, -1.05, 0.73], [-0.97, 1.48, 0.09], [-0.11, 3.01, -0.84], [-0.44, 0.15, 1.48], [-0.82, 0.42, 2.47], [1.72, -1.32, 0.22], [-0.29, -1.53, -1.98], [0.70, -0.23, -1.29], [-0.08, -0.98, -1.06], [0.67, 0.89, 1.27], [-1.74, 0.29, -1.49], [0.36, -1.76, -0.09]], "energy_ev": -12962.63610, "charge": 0, "homo_energy_ev": -9.275, "mol_weight_g_mol": 125.1, "orbital_gap_ev": 5.6}